The following is a DFT calculation (ωB97M-V/def2-TZVPD) of a 6-piece molecular cluster, C31H79N5O11 overall.

Structure (XYZ):
```
126
Properties=species:S:1:pos:R:3:forces:R:3
C -0.596 2.969 -0.302 -0.11 0.66 0.14
O 0.066 4.089 -0.812 0.82 1.05 -0.29
C 1.386 4.343 -0.318 0.03 -1.21 -0.84
C 2.382 3.353 -0.937 -0.07 -0.13 -0.48
N 2.336 3.470 -2.380 -0.36 0.59 0.25
C 3.092 2.438 -3.025 -0.75 0.01 -1.26
C 3.073 2.764 -4.516 -1.25 -0.80 1.13
O 3.166 1.524 -5.268 0.99 1.73 0.63
C 4.168 1.671 -6.239 0.23 0.69 0.22
H -0.113 2.043 -0.619 -0.25 -0.23 0.20
H -1.613 3.091 -0.685 0.06 -0.58 0.09
H -0.610 3.093 0.784 -0.12 -0.62 0.21
H 1.471 4.208 0.755 -0.36 0.32 0.51
H 1.595 5.357 -0.650 0.21 0.02 0.22
H 2.171 2.294 -0.633 0.04 0.67 0.21
H 3.424 3.577 -0.687 -0.17 0.02 0.62
H 1.364 3.383 -2.679 0.21 0.05 0.09
H 2.630 1.472 -2.865 0.17 -0.55 0.00
H 4.117 2.435 -2.746 0.95 -0.09 0.91
H 3.807 3.590 -4.654 -0.29 -0.89 -0.80
H 2.062 3.132 -4.656 -0.12 0.46 -0.62
H 3.771 2.211 -7.093 0.15 0.24 -0.35
H 4.460 0.703 -6.526 0.39 -1.33 -0.63
H 5.074 2.185 -5.850 -0.53 -0.17 -0.16
C -2.609 -3.592 -2.167 -1.36 0.16 -2.72
O -2.193 -2.851 -1.092 -0.36 0.16 0.78
C -3.228 -2.010 -0.595 0.36 0.50 1.91
C -3.246 -0.628 -1.296 -1.04 -0.51 0.01
N -3.969 0.416 -0.526 -0.02 -1.27 -1.75
C -3.682 0.675 0.870 -1.55 0.84 -0.10
C -4.835 0.380 1.825 0.82 0.07 0.60
O -5.014 -1.032 1.857 -0.80 0.60 -0.42
C -6.281 -1.394 2.361 1.18 -1.18 2.11
H -1.822 -4.248 -2.508 0.45 -0.05 0.03
H -2.882 -2.902 -3.068 0.35 -1.10 1.26
H -3.500 -4.253 -1.996 0.49 0.63 0.26
H -2.893 -1.809 0.483 -0.66 -0.25 -1.35
H -4.225 -2.539 -0.519 0.93 0.50 -0.36
H -3.680 -0.647 -2.333 0.05 -0.09 1.01
H -2.220 -0.401 -1.478 0.91 0.60 0.27
H -4.937 0.192 -0.735 -0.09 0.46 0.67
H -3.536 1.749 0.927 0.47 0.32 0.41
H -2.835 0.166 1.246 1.17 -0.54 0.11
H -5.737 0.938 1.510 0.09 -0.45 0.10
H -4.542 0.700 2.866 -0.38 -0.04 -0.92
H -7.082 -1.006 1.791 -0.88 0.46 -0.70
H -6.391 -1.109 3.449 0.05 0.08 -0.98
H -6.283 -2.493 2.372 -0.27 0.26 -0.23
C 0.178 -5.135 3.182 0.59 2.20 -0.94
O -1.002 -4.514 3.650 -0.36 0.42 -1.24
C -1.798 -4.206 2.499 -0.63 -1.77 -0.46
C -3.138 -3.617 2.886 1.30 2.63 1.03
N -2.895 -2.225 3.449 0.36 -1.44 0.05
C -2.768 -2.123 4.899 -1.42 -0.14 -0.68
C -2.298 -0.793 5.294 1.18 1.76 1.40
O -3.309 0.157 5.017 -0.52 1.25 -0.20
C -2.817 1.485 4.824 0.75 -1.03 0.05
H 0.838 -4.340 2.597 -1.11 -1.54 1.13
H -0.030 -5.953 2.475 0.07 -0.03 0.40
H 0.647 -5.414 4.096 0.90 -0.65 0.26
H -1.966 -5.202 2.008 -0.14 0.59 0.06
H -1.248 -3.619 1.737 -0.22 0.23 0.61
H -3.715 -4.215 3.563 -0.01 -0.69 0.69
H -3.795 -3.432 2.069 -0.15 -0.18 -1.17
H -3.607 -1.617 3.102 -0.44 0.30 -0.03
H -2.149 -2.885 5.270 1.20 -0.94 0.32
H -3.709 -2.259 5.442 -0.47 -0.18 -0.09
H -1.408 -0.477 4.746 0.27 -0.30 -0.19
H -2.027 -0.714 6.392 -0.30 -0.36 -0.91
H -1.976 1.461 4.153 0.58 -0.15 -0.59
H -2.440 2.005 5.693 -0.08 -0.22 0.89
H -3.524 2.132 4.372 -1.20 0.22 -0.35
C -1.192 1.985 -8.460 0.69 1.97 2.36
O -1.289 1.261 -7.237 -1.23 -0.59 -0.85
C -0.398 1.553 -6.205 -0.20 0.78 0.74
C -0.833 0.669 -5.008 1.53 -0.14 0.53
N 0.331 0.445 -4.027 -2.77 0.25 -0.54
C 0.084 -0.854 -3.365 0.22 1.35 0.11
C 0.867 -0.971 -2.094 0.89 -0.75 0.16
O 2.257 -0.866 -2.395 0.15 0.26 -0.12
C 3.161 -0.719 -1.286 -0.08 -1.52 -1.88
H -0.199 1.795 -8.837 0.45 0.34 -0.56
H -1.331 3.142 -8.217 0.22 -2.19 -0.85
H -1.920 1.603 -9.146 -0.53 -0.04 -0.18
H -0.444 2.648 -6.010 0.23 -0.46 0.18
H 0.640 1.277 -6.474 -0.20 0.15 0.05
H -1.038 -0.274 -5.534 -0.31 -0.09 0.35
H -1.742 0.972 -4.409 0.95 0.01 -0.91
H 1.197 0.538 -4.524 0.55 -0.51 -0.11
H 0.307 -1.694 -4.005 -0.10 -0.49 -0.42
H -0.982 -0.852 -3.067 0.45 -0.26 -0.35
H 0.641 -1.955 -1.631 0.12 0.37 0.05
H 0.570 -0.177 -1.431 -0.14 0.49 0.60
H 4.192 -0.638 -1.759 -1.24 -0.30 0.85
H 2.998 -1.573 -0.624 0.65 -0.16 0.00
H 2.943 0.124 -0.696 -0.30 1.48 0.59
C 3.619 -2.992 2.054 -0.62 0.14 -1.24
O 3.767 -1.634 1.674 -1.52 -0.51 -0.44
C 5.063 -1.172 1.617 1.79 -0.89 1.66
C 5.127 0.281 1.240 -1.89 1.01 -0.18
N 3.994 1.088 1.782 1.76 0.71 0.76
C 4.034 1.178 3.265 -2.61 0.07 -0.51
C 3.122 2.347 3.783 0.00 -2.20 -1.08
O 1.765 2.059 3.380 1.45 -0.45 -0.26
C 0.852 3.046 3.736 -0.09 0.78 -0.32
H 2.604 -3.345 1.804 0.24 0.59 0.20
H 3.785 -3.127 3.094 0.25 -0.10 1.13
H 4.258 -3.665 1.493 0.57 0.01 -0.17
H 5.672 -1.741 0.899 -0.03 -0.16 0.07
H 5.506 -1.353 2.644 0.01 0.29 -0.83
H 5.135 0.370 0.155 -0.29 0.07 -0.08
H 6.036 0.773 1.547 0.45 -0.15 0.38
H 3.087 0.772 1.476 -0.02 -0.41 -0.08
H 5.011 1.351 3.666 0.79 -0.02 -0.09
H 3.606 0.248 3.670 0.35 0.05 0.35
H 3.472 3.211 3.264 0.06 1.09 -0.14
H 3.177 2.427 4.866 0.06 0.15 0.19
H 1.330 4.061 3.745 -0.57 -0.66 -0.29
H 0.491 2.839 4.727 -0.39 0.09 0.70
H 0.017 2.963 3.020 0.26 0.42 0.32
C 0.062 -0.908 1.577 -0.10 -0.96 0.50
O 0.818 0.222 1.330 1.04 1.75 -0.16
H -0.771 -0.733 2.286 0.42 -0.34 -0.20
H -0.339 -1.188 0.612 -0.46 -0.18 -0.23
H 0.701 -1.778 1.874 -0.49 0.53 0.28
H 1.076 0.768 2.103 -0.37 -0.70 -0.14
```
Forces are in eV/Å.

Its net charge is 0. Its SMILES is COCCNCCOC.COCCNCCOC.COCCNCCOC.COCCNCCOC.COCCNCCOC.CO. The value obtained for the molecular weight is 698.00 g/mol. The LUMO energy is 0.8 eV.

Atom charges from the Mulliken analysis, given in e for atoms 1 to 5: C 0.225; O -0.509; C -0.642; C -0.107; N -0.363